DFT (ωB97M-V with the def2-TZVPD basis set) results for one molecule with the formula C2H6BrNO in a non-equilibrium geometry.

Each line ends with the Mulliken charge.
Positions of all 11 atoms, in Å:
C  -0.425  -0.113  -1.055  -1.231
C  0.549  -0.320  0.102  0.266
O  1.712  0.625  0.081  -0.484
N  -0.348  -0.493  1.269  -0.402
Br  -1.561  0.877  1.735  -0.073
H  -0.144  -0.106  -2.152  0.289
H  -1.273  -0.793  -1.038  0.330
H  -0.660  0.904  -0.873  0.348
H  0.769  -1.367  -0.065  0.314
H  1.289  1.443  -0.130  0.323
H  0.092  -0.657  2.125  0.320

Output
gap between HOMO and LUMO = 10.0 eV
HOMO level = -9.496 eV
SMILES string = C[C@@H](O)NBr
DFT total energy = -75749.4692 eV
net charge = 0
ΔE to the lowest compared entry with this formula, charge and spin = 78.2 kJ/mol
E_LUMO = 0.50 eV